Model P:
DFT (wB97M-V/def2-TZVPD) results for a 3-piece molecular cluster, C4H14O2S overall.

ORCA input file:
```
! RIJCOSX wB97M-V def2-TZVPD def2/J DEFGRID3
* xyz 0 1
C -2.09907 1.65099 -1.16164
C -0.75258 0.98680 -1.33568
C 0.44821 1.72574 -0.75271
C 1.68765 0.85457 -0.77243
S 3.12163 1.64507 0.02378
H -2.91008 0.99072 -1.44771
H -2.20226 2.56465 -1.74374
H -2.27770 1.93736 -0.12234
H -0.75381 0.00902 -0.87401
H -0.54835 0.84590 -2.40014
H 0.64274 2.64469 -1.28119
H 0.23074 2.03589 0.27968
H 1.48487 -0.11105 -0.31502
H 1.95935 0.65727 -1.81436
H 2.95524 2.80608 -0.62121
H -1.78073 -3.77638 2.94528
H -2.27392 -3.28506 4.31816
O -2.30215 -3.07919 3.37971
H -1.41201 -3.96909 -0.03598
H -2.61223 -3.40321 -0.74123
O -2.37403 -3.93616 0.02598
*
```

Its HOMO energy is -9.01 eV. As for the structure (SMILES): CCCCS.O.O. The lowest unoccupied orbital energy comes out at 0.46 eV. The value obtained for the orbital gap is 0.3482 hartree.

Model Q:
DFT (wB97M-V/def2-TZVPD) results for a 3-piece molecular cluster, C4H14O2S overall.

ORCA input file:
```
! RIJCOSX wB97M-V def2-TZVPD def2/J DEFGRID3
* xyz 0 1
C 2.19216 0.27323 2.40748
C 1.03967 0.28065 1.35372
C 1.63107 -0.23409 -0.00072
C 0.75794 0.26247 -1.18391
S 0.52697 -0.76249 -2.65574
H 2.81924 -0.57054 2.17735
H 2.74580 1.20387 2.19123
H 2.02229 0.27859 3.48749
H 0.77460 1.30716 1.10913
H 0.13911 -0.25746 1.63247
H 1.67382 -1.32195 -0.02388
H 2.64085 0.20220 -0.04728
H 1.34612 1.11025 -1.44224
H -0.30000 0.39605 -0.97273
H 1.09614 -1.95027 -2.23542
H -2.93059 -0.48453 2.28839
H -2.76338 -1.33626 1.04543
O -3.43594 -0.98003 1.63670
H -3.23583 2.03177 0.69397
H -2.08132 1.52186 -0.31663
O -2.31888 1.76250 0.58206
*
```

Its HOMO energy is -9.09 eV. As for the structure (SMILES): CCCCS.O.O. The lowest unoccupied orbital energy comes out at 0.59 eV. The value obtained for the orbital gap is 0.3556 hartree.

Quick one: least stable of them? model Q

Model P:
DFT (wB97M-V/def2-TZVPD) results for an isolated ion of composition H2NO2S and charge -1.

ORCA input file:
```
! RIJCOSX wB97M-V def2-TZVPD def2/J DEFGRID3
* xyz -1 1
N 0.88209 0.48742 -0.82625
O -0.98335 -1.63149 0.02173
O -1.32412 1.21780 0.31346
S -0.27453 0.22151 0.12759
H 1.21007 -0.50317 -1.01281
H 0.48985 0.20793 1.37628
*
```

Its HOMO energy is -4.25 eV. As for the structure (SMILES): N=[S@H](=O)[O-]. The lowest unoccupied orbital energy comes out at 4.28 eV. The value obtained for the orbital gap is 0.3134 hartree.

Model Q:
DFT (wB97M-V/def2-TZVPD) results for a 2-piece molecular cluster, H2NO2S overall.

ORCA input file:
```
! RIJCOSX wB97M-V def2-TZVPD def2/J DEFGRID3
* xyz -1 1
N -0.10278 0.64819 1.12319
O 0.83965 -1.37580 -0.19541
O 1.65288 0.93203 -0.72838
S 0.64881 0.06193 -0.13032
H -1.03159 0.19075 1.05988
H -2.00697 -0.45710 -1.12897
*
```

Its HOMO energy (spin up / spin down) is -4.69 / -2.48 eV. The lowest unoccupied orbital energy (spin up / spin down) comes out at 3.93 / 3.21 eV. The value obtained for the orbital gap (spin up / spin down) is 0.3168 / 0.2092 hartree.

Quick one: least stable of them? model Q

Model P:
DFT (wB97M-V/def2-TZVPD) results for a 6-piece molecular cluster, C12H34ClO9 overall.

ORCA input file:
```
! RIJCOSX wB97M-V def2-TZVPD def2/J DEFGRID3
* xyz -1 1
Cl -1.33224 -0.94122 -0.53882
O -2.49404 -0.51093 -1.27437
O -0.45381 0.18557 -0.32669
O -1.76192 -1.47948 0.70456
O -0.56690 -1.92078 -1.29276
O -2.00814 2.42908 -2.06566
H -2.88046 2.02367 -2.01021
H -1.41183 1.74963 -1.72109
C 3.10230 1.50212 1.28212
C 1.86363 2.27676 1.78564
C 1.35419 3.19247 0.65484
O 0.85911 1.34512 2.12624
H 3.44102 0.77156 2.01943
H 3.92848 2.13222 0.94472
H 2.83278 0.89031 0.41345
H 2.12938 2.88386 2.65014
H 2.13361 3.91834 0.40053
H 0.43218 3.65409 1.00046
H 1.20291 2.61870 -0.25953
H 0.68329 0.83000 1.32468
C -4.66998 0.60760 2.11275
C -4.34244 1.85146 1.29714
C -2.93296 2.39482 1.46819
O -4.57226 1.60184 -0.09209
H -3.98634 -0.22321 1.91898
H -5.68074 0.21823 1.94988
H -4.72163 0.82158 3.18749
H -5.11047 2.57374 1.59525
H -2.62576 2.42890 2.52035
H -2.76110 3.34116 0.96793
H -2.22415 1.64296 1.10355
H -4.09402 0.78078 -0.27979
C 2.22222 -0.34507 -5.09563
C 1.51982 -0.26517 -3.75155
C 1.56129 1.17444 -3.23280
O 0.13284 -0.58265 -3.97967
H 3.25658 -0.01210 -4.97937
H 1.67247 0.19751 -5.86280
H 2.27573 -1.37380 -5.46811
H 1.90424 -0.97202 -3.01040
H 1.06602 1.28535 -2.27110
H 1.09556 1.81910 -3.97966
H 2.57624 1.58233 -3.11419
H -0.19444 -1.05538 -3.20301
C 2.67171 -4.47806 1.59836
C 1.28207 -3.82641 1.62520
C 0.63509 -3.92359 2.99988
O 1.47956 -2.46964 1.25990
H 3.49186 -3.93268 2.05608
H 2.88549 -4.73325 0.56186
H 2.57160 -5.39528 2.19352
H 0.62422 -4.30812 0.89509
H 1.28347 -3.64989 3.83471
H 0.30041 -4.94631 3.22184
H -0.28355 -3.33694 3.07995
H 0.63781 -2.04330 1.05461
*
```

Its HOMO energy is -7.14 eV. The lowest unoccupied orbital energy comes out at 3.08 eV. The value obtained for the orbital gap is 0.3758 hartree.

Model Q:
DFT (wB97M-V/def2-TZVPD) results for a 6-piece molecular cluster, C12H34ClO9 overall.

ORCA input file:
```
! RIJCOSX wB97M-V def2-TZVPD def2/J DEFGRID3
* xyz -1 1
Cl 9.22827 -6.66016 -20.42032
O 9.33024 -8.08864 -20.69341
O 9.33632 -6.41531 -18.99572
O 10.31849 -5.97913 -21.08109
O 7.95751 -6.23839 -20.95775
O 12.11574 -6.98408 -17.78980
H 11.80859 -7.77045 -18.25327
H 11.37316 -6.37044 -17.86390
C 12.10557 -11.09633 -22.77825
C 11.81817 -9.72663 -22.18097
C 13.09266 -9.04810 -21.73517
O 11.16225 -8.92734 -23.17083
H 11.17404 -11.52406 -23.15511
H 12.48072 -11.81536 -22.04770
H 12.84384 -11.03331 -23.57845
H 11.10142 -9.85303 -21.37004
H 13.91714 -9.05102 -22.44879
H 13.40118 -9.49141 -20.78265
H 12.94234 -7.98698 -21.51355
H 10.62637 -8.23605 -22.75678
C 9.90907 -2.20560 -17.80409
C 8.54931 -2.59309 -18.41135
C 8.62358 -2.82232 -19.93479
O 8.03399 -3.78873 -17.78301
H 9.76228 -1.47255 -17.01012
H 10.54802 -1.77309 -18.57937
H 10.48769 -3.03948 -17.40449
H 7.86799 -1.80132 -18.10126
H 8.01248 -2.02366 -20.37257
H 8.13654 -3.75583 -20.20303
H 9.63108 -2.77241 -20.33985
H 8.54744 -4.53408 -18.12973
C 7.88374 -7.47383 -24.32012
C 8.83326 -7.04538 -25.44504
C 9.58515 -5.78005 -25.09256
O 9.69900 -8.09148 -25.80615
H 7.15784 -6.71678 -24.03140
H 8.49118 -7.70686 -23.43940
H 7.39925 -8.40130 -24.62894
H 8.19014 -6.86182 -26.31510
H 10.13020 -5.84436 -24.14506
H 8.90745 -4.94184 -24.87653
H 10.22601 -5.43612 -25.90463
H 10.16066 -8.48209 -25.04906
C 6.42688 -10.31266 -16.21690
C 7.06771 -9.31555 -17.19855
C 6.33830 -9.34563 -18.51821
O 6.89688 -8.00157 -16.61198
H 6.15925 -9.88506 -15.25178
H 7.15017 -11.09568 -15.96466
H 5.55327 -10.78207 -16.66453
H 8.12825 -9.53293 -17.33925
H 6.74687 -8.65527 -19.25840
H 5.25500 -9.23526 -18.49814
H 6.50091 -10.33415 -18.97834
H 7.38026 -7.38637 -17.18430
*
```

Its HOMO energy is -7.20 eV. The lowest unoccupied orbital energy comes out at 3.03 eV. The value obtained for the orbital gap is 0.3759 hartree.

Quick one: least stable of them? model Q

Model P:
DFT (wB97M-V/def2-TZVPD) results for C35H29N4O4Sn as an isolated structure.

ORCA input file:
```
! RIJCOSX wB97M-V def2-TZVPD def2/J DEFGRID3
* xyz 1 1
Sn 1.04179 0.08244 0.49502
O 3.87941 -1.69272 3.01769
C 3.21115 -1.30771 2.09958
N 2.42972 -0.16428 2.05299
C 2.34288 0.71682 3.11466
O 2.75872 0.58122 4.23102
C 1.65337 2.00894 2.71271
C 1.69133 3.10924 3.54225
C 1.10923 4.28820 3.10387
C 0.49360 4.32393 1.86205
C 0.46209 3.17681 1.09478
N 1.04450 2.04723 1.51778
C 3.19391 -2.05841 0.78494
C 4.02566 -3.14098 0.58253
C 3.99214 -3.77019 -0.65242
C 3.13549 -3.29690 -1.63541
C 2.32909 -2.21012 -1.35544
N 2.36228 -1.61341 -0.16233
H 2.18642 3.01680 4.49821
H 1.13626 5.17289 3.72575
H 0.02933 5.22524 1.48947
H -0.03255 3.13356 0.13698
H 4.67407 -3.45689 1.38677
H 4.63100 -4.62061 -0.84816
H 3.09054 -3.75627 -2.61198
H 1.64791 -1.79743 -2.08671
N -0.41678 -1.26577 0.81239
C -1.27861 -1.19976 1.74637
C -2.15358 -2.37350 2.00851
C -3.37896 -2.21225 2.65181
C -4.20019 -3.30777 2.86907
C -3.79268 -4.56991 2.46431
C -2.56612 -4.73832 1.83272
C -1.75213 -3.64464 1.59957
C -1.43405 -0.02084 2.64628
C -1.08451 -0.13138 3.99063
C -1.19272 0.97040 4.82401
C -1.69311 2.16889 4.32965
C -2.06956 2.26953 2.99772
C -1.92745 1.18039 2.14820
H -3.69711 -1.22853 2.97340
H -5.15516 -3.17616 3.35931
H -4.42860 -5.42613 2.64571
H -2.24651 -5.72507 1.52569
H -0.79634 -3.76033 1.10663
H -0.72243 -1.07652 4.37745
H -0.90461 0.88867 5.86359
H -1.80574 3.01903 4.98984
H -2.48170 3.19581 2.61860
H -2.21646 1.25384 1.10538
C -0.46482 0.89440 -7.53443
C -0.38760 1.00896 -6.03882
C 0.33170 2.03913 -5.44436
C 0.48137 2.12292 -4.06748
C 1.23412 3.26420 -3.43996
C -0.13008 1.14715 -3.28315
C -0.89008 0.11664 -3.83928
C -1.59831 -0.88539 -2.96570
C -1.00353 0.06751 -5.22096
C 0.08218 1.11857 -1.81457
O -0.71943 1.46125 -0.95637
O 1.26131 0.64222 -1.43730
H -0.48411 1.87472 -8.00857
H -1.34956 0.34209 -7.84686
H 0.41012 0.36294 -7.91437
H 0.79164 2.79613 -6.06940
H 1.90497 3.73155 -4.15792
H 1.83305 2.93538 -2.58860
H 0.53944 4.02913 -3.08488
H -2.34876 -0.39421 -2.34448
H -0.91895 -1.40622 -2.28418
H -2.10001 -1.63723 -3.57148
H -1.59886 -0.71893 -5.67037
*
```

Its HOMO energy is -11.34 eV. The lowest unoccupied orbital energy comes out at -3.40 eV. The value obtained for the orbital gap is 0.2919 hartree.

Model Q:
DFT (wB97M-V/def2-TZVPD) results for C35H29N4O4Sn as an isolated structure.

ORCA input file:
```
! RIJCOSX wB97M-V def2-TZVPD def2/J DEFGRID3
* xyz 1 1
Sn -2.75435 -2.50197 -2.22689
O 1.11199 -1.85922 -4.16215
C -0.02367 -1.83365 -3.74812
N -0.56125 -2.60041 -2.72857
C 0.30399 -3.25834 -1.88874
O 1.50591 -3.09948 -1.79168
C -0.35409 -4.22666 -0.93068
C 0.41958 -5.12535 -0.21398
C -0.21411 -5.96309 0.68938
C -1.58795 -5.86578 0.85579
C -2.28194 -4.93967 0.09697
N -1.67224 -4.14434 -0.77721
C -1.00501 -0.87989 -4.39557
C -0.58381 -0.05732 -5.42741
C -1.50285 0.80733 -5.99441
C -2.80436 0.82526 -5.51222
C -3.14132 -0.03457 -4.48340
N -2.25411 -0.86426 -3.93975
H 1.48693 -5.14681 -0.37945
H 0.35566 -6.68482 1.25961
H -2.11598 -6.49691 1.55629
H -3.35617 -4.82781 0.18457
H 0.44069 -0.12614 -5.76292
H -1.21026 1.46293 -6.80404
H -3.54979 1.48890 -5.92652
H -4.14743 -0.07229 -4.08140
N -2.16133 -1.12577 -0.73947
C -1.65651 0.00016 -0.50534
C -2.09043 1.28849 -1.14361
C -1.19027 2.09931 -1.83163
C -1.62008 3.27278 -2.43434
C -2.95041 3.65814 -2.33404
C -3.85236 2.85216 -1.65513
C -3.42707 1.66577 -1.07441
C -0.57694 0.13826 0.55834
C -0.26072 1.31116 1.10999
C 0.80567 1.60121 2.15129
C 2.18195 -0.49780 1.89709
C 1.53086 -1.17868 0.96783
C 0.02946 -1.15691 1.04326
H -0.15249 1.79698 -1.91436
H -0.91697 3.88650 -2.98389
H -3.28451 4.58102 -2.79001
H -4.88993 3.14942 -1.57369
H -4.12560 1.02960 -0.54457
H -0.79821 2.18877 0.77137
H 0.34713 2.22181 2.93310
H 3.26256 -0.46281 1.96627
H 2.01152 -1.74908 0.18255
H -0.43906 -1.97373 0.50383
C 4.07376 3.77413 4.31192
C 3.13760 2.79434 3.68606
C 2.72848 1.71999 4.49828
C 2.10403 0.56035 4.12899
C 2.24241 -0.62043 5.02736
C 1.33597 0.32850 2.85891
C 1.92858 2.41293 1.54653
C 1.92357 2.66736 0.08230
C 2.91292 2.96209 2.30142
C 0.03342 -0.42147 3.26572
O -0.52238 -0.17483 4.29857
O -0.39702 -1.34774 2.42321
H 3.96817 3.80478 5.39355
H 3.93658 4.76968 3.89244
H 5.10045 3.46827 4.08392
H 3.15302 1.72423 5.49639
H 3.12445 -0.55037 5.65817
H 2.27176 -1.54397 4.44567
H 1.35352 -0.67970 5.66054
H 1.00714 3.17343 -0.22869
H 1.92925 1.70287 -0.43628
H 2.78421 3.25348 -0.22924
H 3.58981 3.64968 1.80632
*
```

Its HOMO energy is -10.06 eV. The lowest unoccupied orbital energy comes out at -5.08 eV. The value obtained for the orbital gap is 0.1832 hartree.

Quick one: least stable of them? model Q

Model P:
DFT (wB97M-V/def2-TZVPD) results for an isolated ion of composition C6H13N2O2 and charge +1.

ORCA input file:
```
! RIJCOSX wB97M-V def2-TZVPD def2/J DEFGRID3
* xyz 1 1
C 2.52680 -0.48809 -0.61828
C 0.25988 -0.25563 0.75203
C -1.01803 1.55072 -0.32853
C -2.03605 -0.57677 -0.67399
C -2.07959 0.26023 1.50604
C 2.88058 -0.82094 -1.85666
N 3.24257 -0.49354 0.53078
N -1.36910 0.24052 0.22913
O 0.86687 -0.47221 -0.33402
O 0.44434 -0.23635 1.88772
H -0.64840 2.25643 0.47947
H -0.24786 1.37038 -1.14470
H -1.91110 2.09864 -0.65674
H -1.84446 -0.40952 -1.72318
H -1.83916 -1.65480 -0.41598
H -3.08564 -0.48571 -0.49431
H -1.30531 0.47362 2.29506
H -2.97188 1.00094 1.50821
H -2.55721 -0.72594 1.68501
H 3.63000 -0.28890 -2.32064
H 2.11438 -1.32952 -2.34597
H 4.13712 -0.94314 0.72439
H 2.81123 -0.07045 1.31514
*
```

Its HOMO energy is -12.96 eV. As for the structure (SMILES): C=C(N)OC(=O)[N+](C)(C)C. The lowest unoccupied orbital energy comes out at -3.09 eV. The value obtained for the orbital gap is 0.3628 hartree.

Model Q:
DFT (wB97M-V/def2-TZVPD) results for a 2-piece molecular cluster, C6H13N2O2 overall.

ORCA input file:
```
! RIJCOSX wB97M-V def2-TZVPD def2/J DEFGRID3
* xyz 1 1
O 1.42245 -1.57235 1.80157
C 0.83250 -1.40417 0.55070
C -0.25128 -2.46858 0.44975
O -1.04156 -2.37560 1.59031
C -1.75508 -1.15590 1.67906
C -1.30071 -0.07215 0.69019
N 0.18093 -0.05956 0.42861
H 1.72951 -0.73392 2.16679
H 1.60515 -1.54504 -0.19557
H 0.23555 -3.42534 0.41175
H -0.82657 -2.37430 -0.47128
H -2.78811 -1.35772 1.42787
H -1.69679 -0.79287 2.69617
H -1.78697 -0.23997 -0.25322
H -1.60737 0.89367 1.05224
H 0.33431 0.28870 -0.52273
H 0.61107 0.63786 1.03518
C 1.20834 3.41375 -2.38453
C 0.64700 2.07003 -2.49477
N 0.20192 1.01759 -2.58115
H 0.84634 3.89252 -1.47712
H 2.29434 3.35691 -2.35516
H 0.90502 4.00647 -3.24464
*
```

Its HOMO energy is -13.96 eV. The lowest unoccupied orbital energy comes out at -3.48 eV. The value obtained for the orbital gap is 0.3851 hartree.

Quick one: least stable of them? model P